[1]
{"formula": "C20H39FInO5S4", "method": "ωB97M-V/def2-TZVPD", "energy_ha": -3044.34014, "max_force_ha_per_bohr": 0.0106, "homo_ev": -4.45, "total_charge": -1, "gap_ev": 6.560, "symbols": ["O", "S", "O", "O", "C", "C", "C", "C", "In", "C", "C", "F", "C", "C", "C", "S", "C", "C", "C", "C", "C", "C", "C", "H", "H", "H", "H", "H", "H", "H", "H", "H", "H", "H", "H", "H", "H", "H", "H", "H", "H", "H", "H", "H", "H", "H", "H", "H", "H", "H", "C", "S", "O", "C", "H", "H", "H", "H", "H", "H", "C", "S", "O", "C", "H", "H", "H", "H", "H", "H"], "xyz": [[-5.230, 0.220, 0.787], [-4.596, 0.995, 1.816], [-4.925, 2.376, 2.003], [-4.945, 0.296, 3.218], [-2.854, 0.773, 1.748], [-2.104, 1.520, 2.858], [-0.701, 2.004, 2.452], [0.370, 0.927, 2.665], [0.135, -0.967, 1.514], [-1.134, -2.352, 2.738], [-2.091, -3.153, 1.895], [-2.412, -4.420, 2.472], [-0.806, -0.734, -0.501], [-0.093, -1.643, -1.510], [-0.638, -1.533, -2.948], [0.332, -0.396, -3.980], [2.173, -1.827, 1.101], [2.964, -2.068, 2.326], [4.071, -1.271, 2.664], [4.792, -1.470, 3.831], [4.444, -2.488, 4.709], [3.358, -3.302, 4.390], [2.635, -3.093, 3.230], [-4.968, -0.661, 3.071], [-2.536, 1.076, 0.745], [-2.687, -0.307, 1.803], [-2.001, 0.849, 3.716], [-2.710, 2.372, 3.177], [-0.482, 2.895, 3.061], [-0.715, 2.354, 1.411], [0.360, 0.670, 3.733], [1.366, 1.348, 2.473], [-0.504, -3.051, 3.298], [-1.689, -1.774, 3.489], [-3.054, -2.639, 1.772], [-1.712, -3.380, 0.892], [-0.745, 0.303, -0.854], [-1.863, -1.026, -0.458], [0.978, -1.411, -1.520], [-0.157, -2.690, -1.183], [-0.657, -2.499, -3.455], [-1.656, -1.137, -2.926], [1.226, 0.002, -3.066], [2.004, -2.757, 0.550], [2.666, -1.104, 0.446], [4.362, -0.474, 1.984], [5.641, -0.833, 4.060], [5.003, -2.646, 5.625], [3.071, -4.100, 5.067], [1.786, -3.735, 3.014], [-2.074, 2.094, -7.307], [-2.598, 1.919, -5.594], [-2.679, 0.465, -5.328], [-4.289, 2.473, -5.864], [-1.044, 1.748, -7.360], [-2.708, 1.475, -7.941], [-2.130, 3.142, -7.602], [-4.765, 1.829, -6.603], [-4.287, 3.512, -6.195], [-4.809, 2.390, -4.911], [4.198, 2.766, -2.746], [4.131, 1.494, -1.476], [2.932, 0.675, -1.766], [3.672, 2.591, -0.128], [4.418, 2.269, -3.689], [3.229, 3.261, -2.807], [4.988, 3.479, -2.509], [2.742, 3.099, -0.383], [4.475, 3.308, 0.050], [3.525, 1.972, 0.754]]}

=====

[2]
{"formula": "C3H15NO3", "method": "ωB97M-V/def2-TZVPD", "energy_ha": -403.73747, "max_force_ha_per_bohr": 0.0280, "homo_ev": -9.40, "total_charge": 0, "gap_ev": 9.813, "symbols": ["C", "C", "C", "N", "H", "H", "H", "H", "H", "H", "H", "H", "H", "O", "H", "H", "O", "H", "H", "O", "H", "H"], "xyz": [[-2.903, 0.487, -0.652], [-1.810, -0.608, -0.488], [-1.035, -0.463, 0.852], [0.391, -0.779, 0.800], [-3.601, 0.554, 0.176], [-3.538, 0.377, -1.539], [-2.336, 1.384, -0.874], [-2.277, -1.578, -0.646], [-1.047, -0.337, -1.205], [-1.436, -0.937, 1.755], [-1.049, 0.604, 1.095], [1.020, -0.094, 0.404], [0.567, -1.660, 0.333], [1.945, -0.219, -2.286], [1.368, -0.634, -2.924], [2.290, 0.444, -2.900], [3.020, -1.371, 2.446], [2.522, -1.999, 2.978], [2.389, -0.731, 2.114], [-0.379, 2.781, -0.422], [0.255, 2.300, 0.133], [-0.688, 2.122, -1.022]]}

=====

[3]
{"formula": "C4H2F2O", "method": "ωB97M-V/def2-TZVPD", "energy_ha": -428.40131, "max_force_ha_per_bohr": 0.0352, "homo_ev": -9.78, "total_charge": 0, "gap_ev": 8.151, "symbols": ["C", "C", "C", "C", "O", "F", "F", "H", "H"], "xyz": [[-1.523, 0.427, 1.183], [-0.610, 0.911, 0.247], [-1.345, -0.360, -0.071], [0.442, 1.582, -0.139], [1.299, 2.247, -0.489], [-0.566, -1.550, 0.073], [2.309, -1.768, 0.037], [-1.928, -0.538, -1.019], [1.923, -0.950, 0.179]]}

=====

[4]
{"formula": "C2H4INO2", "method": "ωB97M-V/def2-TZVPD", "s_squared": 2.010, "energy_ha": -581.28201, "max_force_ha_per_bohr": 0.1019, "homo_ev": [-7.05, -9.73], "total_charge": 0, "gap_ev": [6.278, 6.919], "spin_multiplicity": 3, "symbols": ["C", "C", "N", "O", "O", "I", "H", "H", "H", "H"], "xyz": [[1.109, 0.643, -0.218], [-0.029, 1.005, 0.483], [-1.053, -1.473, 0.003], [0.046, -1.852, -0.482], [-2.098, -2.031, 0.155], [-1.854, 1.718, -0.176], [1.194, 1.274, -1.178], [0.763, -0.513, -0.519], [2.058, 0.562, 0.376], [-0.137, 0.668, 1.557]]}

=====

[5]
{"formula": "C3H9NO4", "method": "ωB97M-V/def2-TZVPD", "energy_ha": -475.30840, "max_force_ha_per_bohr": 0.0961, "homo_ev": -9.10, "total_charge": 0, "gap_ev": 9.824, "symbols": ["C", "O", "C", "C", "O", "O", "O", "N", "H", "H", "H", "H", "H", "H", "H", "H", "H"], "xyz": [[-2.300, 0.745, 0.514], [-1.201, 1.481, 0.033], [0.230, 0.882, 0.198], [0.203, -0.464, -0.472], [-0.342, -0.543, -1.736], [-0.297, -1.496, 0.289], [1.818, -0.558, -0.621], [2.593, -0.431, 0.591], [-3.175, 1.401, 0.565], [-2.114, 0.325, 1.509], [-2.572, -0.056, -0.184], [0.825, 1.631, -0.321], [0.416, 0.816, 1.270], [0.388, -0.367, -2.353], [-0.794, -2.041, -0.341], [2.891, -1.388, 0.785], [3.429, 0.064, 0.275]]}

=====

[6]
{"formula": "C21H26N2O3S", "method": "ωB97M-V/def2-TZVPD", "energy_ha": -1549.21653, "max_force_ha_per_bohr": 0.0123, "homo_ev": -7.48, "total_charge": 0, "gap_ev": 8.255, "symbols": ["C", "O", "C", "C", "S", "C", "C", "C", "C", "C", "C", "C", "O", "N", "C", "C", "N", "C", "C", "C", "C", "C", "C", "O", "C", "C", "C", "H", "H", "H", "H", "H", "H", "H", "H", "H", "H", "H", "H", "H", "H", "H", "H", "H", "H", "H", "H", "H", "H", "H", "H", "H", "H"], "xyz": [[5.287, -3.039, -1.461], [3.995, -3.438, -1.091], [3.521, -2.781, 0.059], [2.101, -3.232, 0.334], [0.961, -2.501, -0.899], [-0.542, -3.292, -0.331], [-1.043, -4.385, -1.018], [-2.195, -5.010, -0.571], [-2.840, -4.545, 0.562], [-2.344, -3.447, 1.245], [-1.199, -2.804, 0.794], [-0.613, -1.651, 1.558], [0.177, -1.841, 2.470], [-1.027, -0.425, 1.190], [-1.874, -0.130, 0.059], [-1.064, 0.664, -0.984], [-0.458, 1.848, -0.422], [-1.150, 3.056, -0.416], [-2.509, 3.143, -0.711], [-3.172, 4.358, -0.769], [-2.489, 5.527, -0.518], [-1.132, 5.477, -0.235], [-0.454, 4.271, -0.198], [0.899, 4.179, 0.026], [1.650, 5.363, 0.123], [0.390, 1.491, 0.696], [-0.418, 0.753, 1.772], [6.013, -3.253, -0.665], [5.545, -3.609, -2.351], [5.322, -1.966, -1.689], [3.553, -1.689, -0.083], [4.154, -3.030, 0.927], [2.030, -4.315, 0.241], [1.776, -2.908, 1.323], [-0.524, -4.738, -1.896], [-2.583, -5.864, -1.105], [-3.733, -5.037, 0.917], [-2.843, -3.080, 2.130], [-2.249, -1.055, -0.380], [-2.722, 0.467, 0.415], [-1.689, 0.929, -1.836], [-0.253, 0.019, -1.341], [-3.077, 2.247, -0.904], [-4.226, 4.378, -1.002], [-2.994, 6.481, -0.547], [-0.605, 6.401, -0.060], [1.370, 5.951, 1.004], [1.548, 5.980, -0.775], [2.686, 5.042, 0.223], [0.849, 2.380, 1.118], [1.177, 0.826, 0.324], [0.226, 0.427, 2.590], [-1.207, 1.408, 2.161]]}

=====

[7]
{"formula": "C3H2N2OS", "method": "ωB97M-V/def2-TZVPD", "s_squared": 2.017, "energy_ha": -698.25381, "max_force_ha_per_bohr": 0.1331, "homo_ev": [-7.45, -9.80], "total_charge": 0, "gap_ev": [7.991, 6.975], "spin_multiplicity": 3, "symbols": ["C", "C", "C", "N", "N", "O", "S", "H", "H"], "xyz": [[0.202, 0.311, 0.641], [-0.334, 0.851, -0.549], [0.415, -1.220, 0.251], [-0.034, -1.190, -1.227], [-0.421, -0.126, -1.531], [1.119, -1.909, 1.023], [-1.430, 0.455, 0.770], [0.755, 0.867, 1.425], [-0.273, 1.961, -0.804]]}

=====

[8]
{"formula": "C38H68N2O13P", "method": "ωB97M-V/def2-TZVPD", "energy_ha": -2916.86143, "max_force_ha_per_bohr": 0.1007, "homo_ev": -10.38, "total_charge": 1, "gap_ev": 6.268, "symbols": ["C", "C", "P", "C", "C", "C", "C", "O", "O", "C", "O", "N", "O", "C", "C", "C", "C", "C", "C", "C", "C", "C", "C", "C", "C", "O", "C", "C", "O", "N", "C", "C", "O", "C", "C", "C", "C", "O", "C", "H", "H", "H", "H", "H", "H", "H", "H", "H", "H", "H", "H", "H", "H", "H", "H", "H", "H", "H", "H", "H", "H", "H", "H", "H", "H", "H", "H", "H", "H", "H", "H", "H", "H", "H", "H", "H", "H", "C", "C", "O", "H", "H", "H", "H", "H", "H", "C", "C", "O", "H", "H", "H", "H", "H", "H", "C", "C", "O", "H", "H", "H", "H", "H", "H", "C", "C", "O", "H", "H", "H", "H", "H", "H", "C", "C", "O", "H", "H", "H", "H", "H", "H"], "xyz": [[1.770, -1.409, 3.454], [2.603, -2.072, 2.237], [2.467, -1.051, 0.607], [4.180, -0.746, -0.131], [1.651, 0.580, 1.186], [0.203, 0.847, 0.687], [-0.457, -0.263, -0.261], [-0.180, -0.154, -1.491], [-1.257, -1.339, 0.188], [-1.594, -2.252, -0.882], [-2.621, -1.780, -1.792], [-3.448, -0.877, -1.206], [-3.698, 0.030, -1.933], [-0.470, 2.179, 1.117], [-1.974, 2.444, 0.609], [-3.047, 2.626, 1.797], [-4.261, 1.596, 1.781], [-4.166, 0.057, 1.688], [-5.423, -0.885, 1.714], [-6.865, -0.290, 1.869], [-6.970, 1.270, 1.958], [-5.711, 2.197, 1.916], [0.327, 3.197, 2.013], [-0.438, 4.557, 2.349], [-0.776, 5.441, 1.011], [-2.185, 5.744, 0.886], [-2.353, 7.154, 0.660], [-2.763, 8.036, 1.952], [-2.169, 7.630, -0.482], [1.680, 2.880, 2.484], [2.373, 3.858, 3.369], [2.821, 5.150, 2.491], [3.418, 5.054, 1.387], [2.367, 1.641, 2.115], [3.852, 1.283, 2.563], [4.963, 2.057, 1.648], [6.460, 1.505, 1.975], [7.291, 2.628, 2.363], [8.296, 2.107, 3.279], [1.639, -2.202, 4.288], [0.698, -1.110, 3.160], [2.306, -0.525, 3.946], [3.712, -2.213, 2.544], [2.173, -3.111, 2.047], [5.001, -0.635, 0.680], [4.521, -1.620, -0.795], [4.244, 0.206, -0.772], [-0.695, -2.625, -1.487], [-2.030, -3.195, -0.370], [-2.369, 1.581, -0.052], [-2.041, 3.378, -0.072], [-3.509, 3.678, 1.660], [-2.558, 2.602, 2.830], [-3.149, -0.446, 1.608], [-5.234, -2.014, 1.618], [-7.801, -0.960, 1.912], [-8.014, 1.721, 2.091], [-5.911, 3.326, 1.997], [0.162, 5.279, 3.017], [-1.429, 4.391, 2.924], [-0.455, 4.769, 0.127], [-0.088, 6.352, 0.993], [-3.870, 8.342, 1.897], [-2.555, 7.476, 2.935], [-2.078, 8.953, 1.919], [3.215, 3.429, 4.002], [1.576, 4.230, 4.122], [2.612, 6.207, 2.919], [4.120, 0.178, 2.499], [4.100, 1.602, 3.649], [4.777, 1.858, 0.533], [4.999, 3.179, 1.865], [6.934, 0.992, 1.051], [6.464, 0.713, 2.809], [8.659, 1.100, 2.842], [7.785, 1.957, 4.295], [9.168, 2.855, 3.359], [-2.416, -5.613, -3.505], [-1.302, -5.734, -2.484], [-1.851, -5.832, -1.173], [-3.031, -4.733, -3.299], [-2.010, -5.531, -4.516], [-3.078, -6.482, -3.460], [-0.656, -4.853, -2.516], [-0.689, -6.619, -2.676], [-2.414, -6.617, -1.151], [0.107, -6.370, -7.731], [0.613, -5.954, -6.365], [0.532, -7.046, -5.458], [-0.929, -6.715, -7.669], [0.159, -5.537, -8.437], [0.697, -7.203, -8.124], [0.008, -5.137, -5.966], [1.654, -5.618, -6.419], [1.077, -7.762, -5.814], [0.765, -6.240, 3.853], [0.244, -5.617, 5.133], [-0.042, -4.238, 4.928], [1.671, -5.726, 3.517], [0.994, -7.298, 3.999], [0.029, -6.147, 3.049], [0.990, -5.693, 5.926], [-0.669, -6.119, 5.468], [-0.709, -4.179, 4.231], [-6.035, 11.961, 0.354], [-5.485, 11.222, 1.557], [-4.331, 10.472, 1.189], [-6.296, 11.258, -0.442], [-6.924, 12.536, 0.621], [-5.285, 12.643, -0.057], [-6.228, 10.526, 1.951], [-5.211, 11.922, 2.353], [-3.674, 11.095, 0.850], [3.195, -9.267, -10.155], [3.921, -9.084, -8.837], [2.993, -9.100, -7.758], [2.455, -8.474, -10.298], [3.896, -9.250, -10.993], [2.651, -10.216, -10.169], [4.444, -8.125, -8.819], [4.655, -9.881, -8.682], [2.541, -9.954, -7.775]]}

=====

[9]
{"formula": "C15H50BNO21", "method": "ωB97M-V/def2-TZVPD", "energy_ha": -2261.07885, "max_force_ha_per_bohr": 0.1837, "homo_ev": -10.06, "total_charge": 0, "gap_ev": 8.653, "symbols": ["C", "C", "C", "C", "N", "C", "C", "C", "C", "C", "C", "C", "H", "H", "H", "H", "H", "H", "H", "H", "H", "H", "H", "H", "H", "H", "H", "H", "H", "H", "H", "H", "H", "H", "H", "H", "O", "C", "O", "B", "O", "C", "O", "O", "C", "O", "C", "O", "O", "O", "H", "H", "O", "H", "H", "O", "H", "H", "O", "H", "H", "O", "H", "H", "O", "H", "H", "O", "H", "H", "O", "H", "H", "O", "H", "H", "O", "H", "H", "O", "H", "H", "O", "H", "H", "O", "H", "H"], "xyz": [[-2.243, -4.772, -3.726], [-2.887, -3.415, -4.103], [-1.954, -2.278, -4.452], [-1.100, -1.926, -3.179], [-0.322, -0.560, -3.229], [0.696, -0.623, -4.335], [1.932, -1.257, -3.896], [1.950, -1.184, -2.435], [0.582, -0.555, -2.013], [-1.169, 0.637, -3.350], [-2.139, 0.915, -2.160], [-3.057, 1.999, -2.120], [-1.667, -4.661, -2.881], [-1.583, -5.115, -4.732], [-2.837, -5.647, -3.647], [-3.496, -3.122, -3.368], [-3.690, -3.416, -4.990], [-2.616, -1.585, -4.939], [-1.278, -2.593, -5.266], [-0.230, -2.642, -3.032], [-1.666, -2.061, -2.335], [0.854, 0.572, -4.487], [0.079, -0.668, -5.382], [2.733, -0.767, -4.402], [2.214, -2.239, -4.278], [3.012, -0.756, -2.077], [1.797, -2.211, -2.100], [0.931, 0.472, -1.827], [0.175, -1.090, -1.210], [-1.957, 0.672, -4.285], [-0.738, 1.539, -3.296], [-1.479, 1.179, -1.481], [-2.440, -0.030, -1.879], [-3.272, 2.406, -1.006], [-4.186, 1.902, -2.523], [-2.413, 2.811, -2.491], [-2.475, 1.441, 1.800], [-1.390, 0.839, 1.764], [-0.326, 1.573, 1.817], [0.805, 0.575, 1.791], [0.208, -0.696, 1.514], [-1.041, -0.467, 1.519], [-1.754, -1.189, 0.854], [1.582, 0.564, 3.029], [2.739, 0.992, 2.832], [3.587, 0.764, 3.656], [2.874, 1.132, 1.372], [1.838, 0.798, 0.821], [3.869, 1.407, 0.806], [-4.668, -2.933, -0.268], [-3.627, -2.839, -0.343], [-5.295, -2.226, -0.480], [4.198, 1.341, 6.210], [4.140, 2.261, 5.941], [3.981, 0.868, 5.375], [-2.390, 4.136, 2.925], [-3.184, 4.416, 2.435], [-2.523, 3.203, 2.906], [-0.685, 1.596, 4.785], [-0.905, 2.042, 5.608], [-0.159, 2.378, 4.361], [3.174, 2.046, -1.752], [3.465, 1.602, -0.918], [2.752, 2.958, -1.653], [-4.892, 0.565, 1.507], [-5.172, -0.062, 2.141], [-4.040, 0.732, 1.811], [1.396, -2.207, 4.034], [2.251, -2.324, 4.476], [1.281, -1.236, 4.066], [6.763, 1.925, 0.526], [6.050, 1.833, 1.057], [7.410, 2.015, 1.198], [-0.407, 3.856, 0.033], [-1.113, 4.511, 0.390], [-0.311, 3.243, 0.877], [5.748, -1.120, 2.613], [5.291, -1.255, 3.346], [5.184, -1.347, 1.856], [1.416, 0.519, 6.317], [2.274, 0.624, 5.993], [0.797, 0.917, 5.611], [-2.106, -3.738, -0.281], [-2.092, -2.832, 0.140], [-1.972, -4.430, 0.429], [0.335, 3.883, 3.789], [-0.323, 3.872, 3.170], [0.924, 3.523, 3.066]]}

=====

[10]
{"formula": "C4H8NO", "method": "ωB97M-V/def2-TZVPD", "energy_ha": -286.72478, "max_force_ha_per_bohr": 0.0871, "homo_ev": [-14.33, -14.33], "total_charge": 1, "gap_ev": [8.821, 8.825], "symbols": ["C", "C", "C", "C", "N", "O", "H", "H", "H", "H", "H", "H", "H", "H"], "xyz": [[0.657, 1.443, 0.008], [0.960, 0.108, -0.358], [1.660, -1.025, 0.259], [-1.788, 0.494, 0.122], [-0.363, 0.676, 0.073], [-2.128, -0.783, -0.199], [0.907, 2.479, 0.119], [1.044, -0.051, -2.306], [1.378, -1.119, 1.313], [2.739, -0.864, 0.199], [1.425, -1.959, -0.249], [-2.138, 0.833, 1.110], [-2.222, 1.158, -0.645], [-2.132, -1.391, 0.552]]}

=====

[11]
{"formula": "CH4N4", "method": "ωB97M-V/def2-TZVPD", "energy_ha": -258.70670, "max_force_ha_per_bohr": 0.1135, "homo_ev": -22.79, "total_charge": 2, "gap_ev": 10.345, "symbols": ["N", "N", "C", "N", "N", "H", "H", "H", "H"], "xyz": [[0.430, 1.074, 2.265], [0.307, 0.652, 1.269], [-0.013, -0.032, -0.006], [-0.590, -1.125, 0.141], [0.386, 0.695, -1.057], [-0.748, -1.462, 1.086], [-0.881, -1.851, -0.522], [0.773, 1.578, -0.986], [0.336, 0.472, -2.190]]}